No. 1
Density functional theory data (ωB97M-V with the def2-TZVPD basis set) for a 10-piece molecular cluster, C40H99N5O10 overall at a distorted geometry.

Structure (XYZ):
```
154
Properties=species:S:1:pos:R:3:forces:R:3:lowdin_charge:R:1
C -1.261 4.498 6.096 1.4 -0.4 0.6 -0.018
C -0.705 3.156 5.554 -1.4 0.2 0.3 -0.522
C -1.554 2.701 4.361 0.9 0.0 -0.4 -0.145
C -1.269 3.529 3.127 -1.4 1.4 0.3 -0.199
C 0.197 3.555 2.815 0.2 -0.9 -1.1 -0.149
C 1.162 3.837 3.974 -0.7 1.4 -0.6 -0.523
N 0.696 3.132 5.151 0.2 -1.1 0.3 -0.084
O 1.519 3.426 6.275 0.0 0.3 -0.2 -0.018
C 2.550 3.398 3.536 0.0 -0.1 0.8 -0.032
C 1.190 5.379 4.170 0.8 -0.4 -0.1 -0.022
C -0.941 2.120 6.659 1.2 -0.4 0.0 -0.043
H -0.608 4.783 6.930 0.0 0.1 -0.1 0.087
H -2.230 4.315 6.553 -0.3 0.3 -0.4 0.083
H -1.213 5.300 5.370 -0.5 0.1 0.0 0.057
H -1.228 1.682 4.113 -0.3 -0.1 0.2 0.114
H -2.608 2.723 4.633 0.0 -0.1 0.0 0.126
H -1.641 4.561 3.240 0.2 -0.1 0.4 0.112
H -1.934 3.211 2.314 0.6 -0.4 -0.3 0.103
H 0.416 4.306 2.050 0.0 -0.1 0.0 0.114
H 0.397 2.581 2.340 0.5 0.1 0.2 0.114
H 3.305 3.714 4.261 0.0 0.1 0.0 0.084
H 2.600 2.309 3.479 0.0 0.0 -0.4 0.086
H 2.757 3.900 2.594 0.2 -0.3 -0.2 0.083
H 1.691 5.561 5.124 -0.6 0.3 0.2 0.086
H 1.836 5.867 3.434 -0.1 -0.2 -0.2 0.083
H 0.205 5.816 4.043 0.0 0.1 0.5 0.066
H -1.981 2.072 6.966 -0.1 0.0 -0.1 0.084
H -0.309 2.314 7.527 -0.3 0.3 0.1 0.079
H -0.602 1.142 6.299 -0.3 0.0 -0.1 0.087
H 1.995 2.604 6.419 0.1 -0.1 0.0 0.107
C -4.772 -2.029 2.910 -0.4 -0.6 1.0 -0.034
C -4.772 -0.979 1.787 0.5 0.1 1.3 -0.517
C -3.700 0.060 2.165 0.8 0.4 -0.2 -0.129
C -2.247 -0.281 1.774 -1.4 -0.2 -0.9 -0.154
C -2.249 -0.745 0.326 -0.2 0.2 -0.8 -0.140
C -3.189 -1.914 0.012 0.5 -0.3 0.4 -0.524
N -4.516 -1.516 0.462 -0.4 0.8 -0.4 -0.105
O -5.510 -2.444 0.108 0.2 -0.4 0.1 -0.010
C -3.271 -2.061 -1.505 -0.3 0.5 0.0 -0.026
C -2.651 -3.220 0.626 0.5 -0.1 -0.5 -0.019
C -6.114 -0.272 1.796 -1.2 0.0 -0.3 -0.040
H -3.850 -2.604 3.010 0.1 0.1 -0.2 0.070
H -5.598 -2.754 2.926 0.1 0.1 -0.7 0.085
H -4.930 -1.555 3.884 0.2 0.3 -0.2 0.087
H -3.974 1.017 1.712 0.1 -0.1 -0.2 0.117
H -3.673 0.236 3.242 -0.5 -0.1 0.0 0.113
H -1.885 -1.101 2.395 0.4 0.3 0.3 0.107
H -1.680 0.646 1.850 0.4 -0.3 0.3 0.092
H -1.240 -0.968 -0.037 0.0 -0.2 0.0 0.104
H -2.652 0.018 -0.353 0.3 0.5 0.4 0.113
H -3.673 -1.142 -1.942 -0.1 0.0 0.2 0.076
H -2.283 -2.173 -1.954 0.0 -0.5 0.1 0.083
H -3.992 -2.842 -1.735 0.4 -0.3 -0.3 0.083
H -1.783 -3.539 0.035 -0.1 0.0 0.0 0.083
H -2.265 -3.101 1.636 -0.3 -0.1 0.2 0.060
H -3.364 -4.045 0.548 -0.1 0.0 0.3 0.083
H -6.913 -0.972 1.539 0.1 0.0 0.0 0.081
H -6.192 0.547 1.077 0.4 -0.1 -0.1 0.089
H -6.403 0.151 2.762 0.4 -0.1 0.2 0.090
H -5.347 -3.228 0.661 -0.2 0.0 0.0 0.090
C -3.190 2.784 -5.027 0.7 0.1 -0.3 -0.032
C -2.549 2.813 -3.618 -0.4 -0.1 -0.5 -0.496
C -1.325 1.915 -3.733 1.4 -1.3 0.5 -0.131
C -0.111 2.198 -2.826 -0.2 0.6 -1.1 -0.169
C 0.208 3.688 -2.814 0.2 -0.1 1.0 -0.137
C -1.022 4.505 -2.449 -0.2 0.5 0.7 -0.525
N -2.086 4.183 -3.396 0.3 0.2 -0.8 -0.105
O -3.222 5.032 -3.242 0.2 -0.2 0.2 -0.010
C -1.369 4.240 -0.979 0.2 -0.5 1.0 -0.042
C -0.732 6.005 -2.552 -0.5 0.0 0.5 -0.032
C -3.584 2.365 -2.568 0.2 0.2 0.2 -0.007
H -4.246 3.034 -5.076 0.0 0.0 0.1 0.076
H -3.001 1.820 -5.504 -0.4 -0.2 0.2 0.077
H -2.611 3.486 -5.635 -0.2 0.1 0.0 0.088
H -1.557 0.857 -3.548 -0.6 0.2 0.0 0.117
H -0.914 1.861 -4.746 -0.3 0.6 -0.2 0.111
H 0.764 1.713 -3.267 -0.1 -0.4 0.3 0.093
H -0.277 1.820 -1.817 0.1 0.0 0.1 0.095
H 0.688 4.091 -3.708 -0.2 -0.4 -0.3 0.130
H 0.935 3.801 -1.999 0.0 0.4 -0.1 0.107
H -2.258 4.782 -0.654 -0.1 -0.1 -0.1 0.092
H -1.466 3.180 -0.725 -0.4 0.0 -0.3 0.066
H -0.563 4.513 -0.286 0.1 0.5 -0.4 0.078
H -1.583 6.557 -2.146 0.0 0.0 -0.1 0.079
H 0.091 6.250 -1.878 0.3 0.0 -0.4 0.088
H -0.591 6.349 -3.576 0.4 -0.1 0.0 0.089
H -4.576 2.696 -2.868 0.0 0.0 0.0 0.077
H -3.366 2.855 -1.621 -0.1 -0.2 0.1 0.062
H -3.606 1.285 -2.422 0.0 0.0 -0.1 0.066
H -3.130 5.612 -4.005 -0.2 0.1 0.0 0.106
C 4.467 -4.589 -6.190 -0.6 0.6 -0.4 -0.169
O 4.604 -5.207 -4.931 0.1 0.1 0.2 -0.117
H 5.411 -4.387 -6.703 0.1 -0.4 0.0 0.079
H 3.762 -5.128 -6.832 0.3 -0.2 -0.1 0.078
H 4.011 -3.604 -6.055 0.1 -0.1 0.4 0.066
H 5.050 -6.051 -5.043 0.0 0.0 0.0 0.078
C 3.919 3.470 -1.913 0.4 -0.4 -0.3 -0.160
O 5.215 3.094 -2.377 0.1 0.4 0.1 -0.118
H 3.691 4.482 -2.243 0.2 0.0 -0.2 0.080
H 3.212 2.783 -2.385 -0.4 0.2 0.4 0.051
H 3.884 3.466 -0.821 -0.3 -0.2 0.0 0.077
H 5.356 2.178 -2.124 0.0 0.0 0.0 0.066
C 3.481 -4.917 -1.615 1.5 0.0 0.7 -0.107
O 3.573 -5.400 -0.264 -0.5 -0.2 -0.6 -0.138
H 4.305 -4.207 -1.701 -0.3 0.3 -0.1 0.091
H 3.742 -5.703 -2.324 -0.6 -0.1 -0.1 0.073
H 2.536 -4.420 -1.799 -0.2 -0.2 -0.3 0.064
H 2.715 -5.788 -0.051 0.0 0.2 0.4 0.037
C 4.871 -2.712 1.424 -0.4 -0.2 0.5 -0.180
O 5.121 -4.094 1.624 0.2 0.1 -0.2 -0.146
H 5.179 -2.348 0.438 -0.1 -0.1 -0.1 0.068
H 3.801 -2.548 1.573 0.1 0.5 -0.3 0.044
H 5.410 -2.134 2.177 0.1 -0.2 0.0 0.073
H 4.536 -4.567 1.004 0.3 0.0 0.1 0.019
C 1.367 0.138 -7.245 0.8 0.4 0.2 -0.145
O 2.649 0.239 -6.602 -0.5 -0.2 -0.3 -0.132
H 1.170 1.137 -7.624 -0.2 0.0 0.0 0.079
H 1.393 -0.554 -8.089 -0.1 -0.1 0.0 0.076
H 0.600 -0.155 -6.523 -0.2 0.0 -0.1 0.063
H 2.827 -0.621 -6.213 0.2 0.0 0.1 0.041
C 1.913 0.318 0.131 -0.6 0.5 -1.8 -0.044
C 1.843 -0.738 -0.987 -0.2 -0.6 1.7 -0.438
C 2.934 -0.513 -2.009 -0.5 0.8 0.0 -0.191
O 2.890 -1.382 -3.116 0.6 -0.3 0.1 -0.163
C 1.740 -1.340 -3.916 -0.9 0.0 0.3 -0.117
N 1.986 -2.065 -0.346 -0.1 0.5 -0.5 0.087
H 1.876 1.227 -0.490 0.1 0.4 0.8 0.064
H 2.788 0.314 0.772 0.1 -0.2 0.0 0.083
H 0.971 0.288 0.680 0.2 0.0 0.4 0.063
H 0.820 -0.625 -1.376 0.3 0.1 -0.6 0.111
H 3.880 -0.606 -1.471 0.1 -0.4 -0.4 0.134
H 2.896 0.524 -2.377 -0.2 0.0 0.1 0.108
H 0.829 -1.628 -3.367 0.2 -0.5 0.0 0.086
H 1.932 -2.048 -4.720 -0.2 0.0 -0.1 0.090
H 1.435 -0.367 -4.327 0.8 0.2 0.0 0.072
H 1.162 -2.198 0.231 0.1 -0.2 0.0 0.053
H 1.987 -2.785 -1.056 -0.1 -0.1 0.0 0.039
C 1.436 -4.158 2.587 -0.1 0.7 0.2 -0.052
C 0.633 -5.379 3.017 0.0 0.3 -0.4 -0.429
C 0.789 -6.525 2.031 0.2 -0.1 -0.3 -0.188
O 0.876 -5.998 0.705 -0.3 -0.4 -0.1 -0.228
C 0.709 -7.028 -0.249 0.2 -0.1 -0.6 -0.112
N 0.974 -5.846 4.365 0.8 -0.1 -0.1 0.039
H 0.948 -3.597 1.787 0.1 -0.4 -0.2 0.053
H 2.464 -4.384 2.297 0.0 -0.1 0.0 0.073
H 1.467 -3.427 3.404 0.1 -0.2 0.1 0.085
H -0.425 -5.101 2.977 0.0 0.0 0.3 0.129
H -0.058 -7.216 2.114 0.0 0.0 -0.1 0.129
H 1.701 -7.121 2.195 0.0 0.2 0.3 0.134
H 1.476 -7.813 -0.165 -0.2 0.0 0.4 0.101
H 0.865 -6.622 -1.252 -0.2 0.3 0.1 0.090
H -0.292 -7.462 -0.200 0.0 -0.1 0.1 0.093
H 1.410 -5.068 4.857 -0.5 0.1 0.2 0.066
H 1.793 -6.450 4.261 -0.3 -0.2 0.1 0.070
```
Forces are in eV/Å.

Output
- charge = 0
- 2S+1 = 1
- orbital gap (eV) = 8.9
- E_LUMO (eV) = 0.3
- maximum force (eV/Å) = 2.03
- ΔE to the lowest compared entry with this formula, charge and spin (kJ/mol) = 101.6

No. 2
Density functional theory data (ωB97M-V with the def2-TZVPD basis set) for C41H100N6O9Y as an isolated structure at a distorted geometry.

Structure (XYZ):
```
157
Properties=species:S:1:pos:R:3:forces:R:3:lowdin_charge:R:1
Y 2.007 8.744 -26.494 -1.9 -4.4 1.1 1.602
C -2.265 8.578 -25.257 0.4 1.2 0.2 -0.040
C -1.158 7.558 -25.148 1.7 -0.8 0.6 -0.548
C -1.661 6.173 -25.594 -0.8 1.1 -0.2 -0.062
O 0.068 7.956 -25.707 1.8 0.9 -1.5 -0.388
H -2.383 9.030 -26.248 -0.2 -0.8 -0.3 0.072
H -2.010 9.481 -24.684 -0.1 -0.4 0.3 0.052
H -3.199 8.183 -24.861 -0.1 0.1 -0.2 0.077
H -0.862 7.436 -24.089 -0.7 0.0 0.2 0.122
H -2.262 6.276 -26.506 0.2 -0.1 -0.1 0.080
H -2.375 5.943 -24.798 0.1 -0.7 -0.2 0.063
H -0.909 5.405 -25.750 0.2 0.0 0.3 0.054
C 4.986 5.203 -26.251 1.0 0.9 2.1 -0.063
C 3.604 5.559 -26.704 -1.1 -0.4 -1.8 -0.592
C 2.553 4.624 -26.102 -0.7 0.9 0.8 -0.051
O 3.254 6.901 -26.565 -0.8 2.1 0.6 -0.394
H 5.080 5.469 -25.178 -0.4 -0.3 -0.1 0.067
H 5.817 5.820 -26.605 -0.3 -0.2 -0.9 0.079
H 5.239 4.146 -26.268 -0.1 -0.1 -0.5 0.084
H 3.510 5.373 -27.793 0.4 -0.3 0.1 0.122
H 2.399 4.805 -25.027 0.8 -0.4 0.1 0.063
H 2.778 3.586 -26.333 -0.1 -0.1 0.2 0.086
H 1.540 4.907 -26.420 0.3 -0.2 -0.7 0.052
C -2.973 9.262 -29.542 1.4 0.1 -1.6 -0.181
O -4.075 9.793 -30.236 -0.3 0.2 0.4 -0.098
H -2.991 8.171 -29.468 -0.4 0.1 0.7 0.076
H -2.054 9.434 -30.143 -0.1 0.1 0.1 0.062
H -2.786 9.829 -28.635 -0.5 -0.4 0.4 0.069
H -4.015 9.568 -31.167 0.0 -0.1 0.0 0.081
C 1.964 12.467 -25.098 -0.4 0.2 -0.1 -0.028
C 0.924 11.369 -24.849 0.7 0.5 -0.5 -0.384
C -0.354 11.901 -24.272 -0.8 0.1 -0.2 -0.204
O -0.988 12.682 -25.269 0.2 0.0 -0.1 -0.192
C -1.864 13.664 -24.756 -0.9 -0.2 -0.1 -0.085
N 0.655 10.703 -26.179 -0.4 1.6 -0.3 -0.036
H 1.738 12.993 -26.031 0.1 -0.2 -0.1 0.085
H 2.968 12.046 -25.162 0.1 0.2 0.1 0.072
H 1.910 13.279 -24.373 0.3 -0.3 0.4 0.095
H 1.306 10.640 -24.139 0.1 -0.1 0.0 0.095
H -0.195 12.502 -23.374 0.3 -0.1 0.1 0.127
H -0.998 11.047 -24.017 0.0 0.2 0.2 0.116
H -2.653 13.222 -24.133 0.3 -0.1 0.3 0.097
H -2.423 14.084 -25.592 0.4 0.2 -0.1 0.094
H -1.332 14.446 -24.212 0.0 0.0 0.0 0.095
H -0.360 10.773 -26.285 0.0 -1.0 0.0 0.090
H 0.882 11.407 -26.889 0.3 0.1 0.2 0.089
C 3.611 7.089 -22.970 0.0 -0.1 -0.6 -0.029
C 2.834 8.373 -23.221 0.2 -0.8 -0.6 -0.390
C 2.990 9.246 -22.029 0.4 -0.2 1.2 -0.223
O 2.308 10.474 -22.100 0.2 -0.3 -0.2 -0.188
C 1.239 10.609 -21.199 -0.3 1.3 0.7 -0.098
N 3.355 9.056 -24.463 0.7 1.3 0.5 -0.020
H 3.840 6.602 -23.918 -0.1 0.0 0.0 0.049
H 3.033 6.373 -22.390 0.1 0.1 0.3 0.092
H 4.563 7.329 -22.491 -0.1 -0.2 0.2 0.096
H 1.772 8.137 -23.343 0.0 0.1 -0.4 0.136
H 4.062 9.413 -21.847 0.0 0.3 -0.2 0.142
H 2.685 8.640 -21.166 -0.3 0.2 0.0 0.143
H 1.547 10.620 -20.147 0.3 -0.5 -0.1 0.099
H 0.406 9.917 -21.337 0.1 -0.2 -0.2 0.099
H 0.886 11.638 -21.322 -0.2 -0.2 -0.3 0.086
H 3.613 9.994 -24.140 -0.5 0.2 -0.2 0.084
H 4.293 8.733 -24.709 -0.3 -0.8 0.1 0.099
C -0.095 6.399 -28.843 0.0 -0.5 -0.3 -0.040
C 1.038 7.136 -29.531 -0.5 -0.2 0.5 -0.370
C 0.658 7.383 -30.976 1.1 0.2 -0.5 -0.194
O 1.652 8.248 -31.515 -0.2 0.2 0.1 -0.208
C 1.361 8.646 -32.837 -0.3 0.2 -0.3 -0.093
N 1.254 8.462 -28.838 0.1 0.2 -1.4 -0.018
H -0.974 7.047 -28.827 0.0 -0.1 0.3 0.076
H 0.144 6.029 -27.849 0.1 0.4 0.1 0.051
H -0.368 5.509 -29.418 0.0 0.1 -0.1 0.087
H 1.974 6.578 -29.532 0.1 0.1 0.3 0.145
H -0.325 7.856 -31.090 -0.1 -0.2 0.1 0.122
H 0.724 6.442 -31.531 -0.5 -0.1 0.1 0.145
H 1.530 7.844 -33.562 0.1 0.0 0.1 0.096
H 1.978 9.506 -33.084 0.1 -0.1 0.0 0.092
H 0.312 8.956 -32.931 0.0 0.0 0.1 0.089
H 1.855 8.926 -29.535 0.1 0.1 0.3 0.090
H 0.361 8.927 -29.036 0.0 0.2 0.5 0.089
C -4.283 3.184 -26.526 0.3 0.9 0.3 -0.055
C -3.179 3.302 -27.561 -0.5 -1.1 -0.9 -0.437
C -2.567 1.947 -27.910 0.2 -0.3 0.5 -0.204
O -1.547 2.082 -28.881 0.0 0.2 -0.2 -0.192
C -0.346 2.669 -28.437 0.3 -1.0 0.1 -0.110
N -3.746 3.848 -28.816 0.4 0.3 0.3 0.044
H -4.917 4.063 -26.669 -0.2 -0.1 0.1 0.076
H -3.855 3.290 -25.527 -0.1 -0.3 0.1 0.053
H -4.897 2.286 -26.585 0.1 -0.1 -0.1 0.088
H -2.370 3.921 -27.175 -0.2 0.4 -0.1 0.095
H -3.309 1.305 -28.390 -0.2 0.1 0.1 0.132
H -2.215 1.405 -27.017 0.2 0.2 -0.1 0.122
H 0.250 2.845 -29.332 0.0 0.4 0.0 0.092
H 0.229 1.935 -27.852 -0.1 0.2 0.2 0.093
H -0.495 3.565 -27.833 0.1 0.1 -0.1 0.055
H -4.538 3.257 -29.054 -0.1 0.1 0.0 0.075
H -3.066 3.666 -29.550 0.0 0.1 0.0 0.061
C -0.820 2.138 -24.389 0.6 -0.1 0.2 -0.032
C -0.290 2.604 -23.021 0.9 0.0 -0.9 -0.497
C -0.745 4.061 -22.889 -1.1 -0.5 0.5 -0.145
C -0.775 4.595 -21.455 0.6 0.9 -0.7 -0.173
C -1.567 3.646 -20.628 -2.6 -1.1 -1.1 -0.155
C -1.063 2.190 -20.634 1.6 1.1 0.9 -0.527
N -0.886 1.765 -22.005 -1.7 0.2 -0.4 -0.109
O -0.413 0.436 -22.091 0.3 0.2 0.1 0.006
C 0.256 2.170 -19.821 -1.0 0.0 1.3 -0.026
C -2.082 1.335 -19.929 -0.6 -0.6 0.4 -0.036
C 1.260 2.513 -23.040 0.2 1.1 -0.3 -0.005
H -0.506 1.106 -24.550 -0.2 0.0 -0.1 0.084
H -0.346 2.738 -25.174 -0.1 0.0 0.0 0.075
H -1.902 2.248 -24.437 -0.1 -0.1 0.0 0.075
H -0.276 4.722 -23.616 0.6 -0.1 0.2 0.102
H -1.799 4.077 -23.209 0.0 0.0 0.1 0.100
H -1.281 5.556 -21.601 0.1 0.1 0.7 0.102
H 0.223 4.776 -21.045 0.0 0.1 -0.1 0.107
H -2.540 3.561 -21.162 0.3 0.0 -0.1 0.097
H -1.992 3.940 -19.668 1.0 0.2 0.4 0.127
H 1.005 2.894 -20.124 0.3 -0.5 -0.5 0.065
H 0.010 2.527 -18.808 -0.1 -0.1 -0.1 0.087
H 0.565 1.137 -19.662 0.6 0.1 -0.4 0.087
H -1.782 0.292 -19.807 0.2 0.1 -0.2 0.086
H -2.262 1.705 -18.916 0.1 0.1 -0.1 0.090
H -3.046 1.325 -20.444 0.1 0.1 -0.1 0.090
H 1.650 3.522 -23.237 0.0 -0.1 0.1 0.060
H 1.653 1.932 -23.874 -0.1 -0.4 0.3 0.080
H 1.688 2.224 -22.087 0.0 -0.4 -0.1 0.068
H -1.137 -0.022 -22.529 0.0 -0.1 0.1 0.109
C -9.315 5.874 -21.647 -0.8 0.0 0.8 -0.043
C -8.173 5.424 -22.524 0.4 -1.1 -0.6 -0.529
C -7.924 6.469 -23.600 0.9 0.3 -0.7 -0.130
C -6.560 6.378 -24.295 0.3 -0.9 0.7 -0.168
C -5.440 6.292 -23.271 0.6 1.0 0.2 -0.155
C -5.600 5.258 -22.163 -0.3 -0.9 -0.3 -0.507
N -6.979 5.279 -21.692 -0.2 1.4 0.6 -0.116
O -7.184 4.329 -20.665 0.1 -0.3 -0.2 -0.009
C -5.238 3.858 -22.720 0.8 0.6 -0.2 -0.007
C -4.710 5.672 -20.988 -0.4 -0.1 0.2 -0.029
C -8.543 4.090 -23.221 -0.1 -0.1 0.6 -0.017
H -10.159 6.199 -22.259 0.1 0.2 0.0 0.092
H -9.021 6.656 -20.941 0.1 0.3 -0.4 0.090
H -9.722 5.105 -20.984 0.2 -0.3 -0.3 0.082
H -8.645 6.302 -24.400 -0.5 0.5 0.3 0.121
H -7.962 7.482 -23.190 -0.5 0.0 0.1 0.125
H -6.400 7.248 -24.928 -0.1 -0.1 -0.2 0.112
H -6.483 5.466 -24.897 -0.3 0.2 -0.3 0.098
H -5.290 7.273 -22.797 -0.2 0.0 0.0 0.121
H -4.484 6.101 -23.775 -0.1 -0.1 0.0 0.101
H -5.399 3.886 -23.799 -0.3 -0.4 0.0 0.052
H -4.162 3.672 -22.610 -0.1 0.0 0.1 0.060
H -5.784 3.059 -22.228 -0.1 0.0 -0.1 0.086
H -3.710 5.964 -21.315 0.0 -0.1 0.0 0.073
H -5.193 6.526 -20.507 0.2 0.1 0.0 0.089
H -4.643 4.886 -20.235 0.1 -0.1 -0.1 0.080
H -7.694 3.688 -23.770 0.0 0.0 -0.1 0.067
H -9.396 4.187 -23.894 0.0 0.2 0.0 0.086
H -8.826 3.376 -22.445 0.1 -0.1 -0.1 0.083
H -7.280 4.863 -19.870 0.0 0.0 0.1 0.107
```
Forces are in eV/Å.

Output
- charge = +1
- 2S+1 = 1
- orbital gap (eV) = 6.4
- E_LUMO (eV) = -3.1
- maximum force (eV/Å) = 4.92
- ΔE to the lowest compared entry with this formula, charge and spin (kJ/mol) = 0.0